# 1
The following is a quantum chemistry calculation of a molecular structure, C12H33AlF2N4O7S2, from the OMol25 dataset.

Geometry as ORCA input:
```
! RIJCOSX wB97M-V def2-TZVPD def2/J DEFGRID3
* xyz 2 1
Al 0.112 -0.030 0.766
N 1.708 1.783 2.293
S 1.326 3.207 2.756
O 1.812 4.351 2.013
O 0.924 3.422 4.141
F -0.071 3.004 2.040
S 3.135 2.010 3.211
O 3.093 1.892 4.655
O 4.165 2.923 2.729
F 3.686 0.565 2.772
C -2.826 -1.189 -1.751
C -1.539 -1.899 -2.319
C -1.708 -2.204 -3.771
O -0.507 -2.913 -4.208
C -0.656 -3.739 -5.324
N -0.376 -1.057 -1.990
H -2.861 -0.169 -2.133
H -2.893 -1.112 -0.666
H -3.694 -1.736 -2.119
H -1.492 -2.869 -1.825
H -1.834 -1.253 -4.287
H -2.600 -2.770 -4.042
H -1.064 -3.162 -6.154
H -1.224 -4.630 -5.056
H 0.354 -4.104 -5.509
H -0.535 -0.231 -2.549
H 0.291 -1.563 -2.556
C 2.985 -1.761 -2.369
C 3.147 -1.900 -0.858
C 3.577 -0.574 -0.177
O 2.685 0.448 -0.543
C 3.251 1.795 -0.509
N 1.873 -2.352 -0.259
H 2.324 -0.971 -2.724
H 2.706 -2.763 -2.696
H 3.936 -1.615 -2.881
H 3.870 -2.684 -0.634
H 4.557 -0.340 -0.593
H 3.794 -0.644 0.888
H 2.527 2.574 -0.270
H 3.849 2.064 -1.379
H 3.994 1.987 0.266
H 1.973 -2.955 0.545
H 1.446 -3.014 -0.891
C -4.544 2.339 1.530
C -3.026 2.031 1.718
C -2.608 1.700 3.156
O -1.307 1.093 3.211
C -0.918 0.839 4.568
N -2.720 0.901 0.816
H -4.733 2.397 0.458
H -4.745 3.281 2.039
H -5.207 1.575 1.936
H -2.472 2.865 1.287
H -3.319 1.049 3.666
H -2.641 2.643 3.701
H -1.653 0.171 5.016
H -0.888 1.758 5.153
H 0.015 0.278 4.624
H -3.240 0.089 1.115
H -3.212 1.168 -0.025
*
```

The HOMO energy is -15.39 eV. Its energy above the lowest of the compared OMol25 structures with the same formula, charge and spin is 0.0 kcal/mol.



# 2
The following is a quantum chemistry calculation of a molecular structure, C4H8N2, from the OMol25 dataset.

Geometry as ORCA input:
```
! RIJCOSX wB97M-V def2-TZVPD def2/J DEFGRID3
* xyz 2 1
C 0.578 -0.174 -0.027
C -0.853 1.837 -0.162
C 0.021 -1.499 -0.091
C -1.379 -0.737 0.086
N -0.585 0.594 0.107
N 2.032 0.276 0.140
H -1.828 2.171 0.112
H 0.146 2.274 -0.555
H 0.241 -2.074 -1.012
H 0.225 -2.065 0.722
H -2.110 -0.691 -0.800
H -1.778 -0.850 1.077
H 2.907 -0.267 0.134
H 2.384 1.205 0.268
*
```

The HOMO energy is -21.65 eV. Its energy above the lowest of the compared OMol25 structures with the same formula, charge and spin is 55.9 kcal/mol.



# 3
The following is a quantum chemistry calculation of a gas-phase ion, C2H2N2O3 (charge -2), from the OMol25 dataset.

Geometry as ORCA input:
```
! RIJCOSX wB97M-V def2-TZVPD def2/J DEFGRID3
* xyz -2 1
O -0.980 2.523 -1.207
N -0.117 1.692 -0.717
C -0.452 0.491 -0.239
C 0.506 -0.433 0.222
N 0.293 -1.650 0.680
O 1.354 -2.352 1.013
O -1.089 -2.193 0.797
H -1.359 -0.055 -0.432
H 1.661 -0.306 0.230
*
```

The HOMO energy is 1.79 eV. Its energy above the lowest of the compared OMol25 structures with the same formula, charge and spin is 97.6 kcal/mol. As for the structure (SMILES): O=N/C=C/N([O-])[O-].



Which of these has the highest HOMO? C2H2N2O3



What is the formula in the second record? C4H8N2



What is the HOMO in the third record? 1.79 eV



Number 3 is which compound? C2H2N2O3